# 1
C5H22BaO7 as an isolated structure, computed with ωB97M-V with the def2-TZVPD basis set.

Structure (XYZ):
```
35
Properties=species:S:1:pos:R:3:forces:R:3
Ba 0.05400 0.15339 0.04439 0.3454 0.0489 0.2207
O -1.14768 1.81999 1.69710 0.5599 -0.4866 -0.4908
H -1.17297 1.25541 2.47536 -0.1728 0.1493 0.2202
O 2.23485 -1.12755 -0.52782 -0.9414 0.4597 0.1453
H 3.08596 -0.82623 -0.21512 0.3485 -0.0933 0.0239
C -1.25453 -1.39086 3.20098 -0.3165 -0.6810 0.0937
O -0.04192 -1.16473 2.48247 -0.2853 0.1121 0.3209
H -2.11452 -0.93337 2.71509 0.3034 0.3617 -0.2195
H -1.45682 -2.46682 3.21469 0.0451 0.0007 0.2115
H -1.19896 -1.02850 4.22627 0.0375 0.0830 -0.0064
H 0.66021 -1.11312 3.13562 0.1925 -0.0448 -0.2193
C -2.78129 -2.62563 0.37747 -0.5220 -0.1637 -1.3388
O -2.48823 -1.25872 0.09615 0.6714 -0.1429 0.6457
H -2.92842 -3.12334 -0.58970 -0.2010 -0.2472 0.2154
H -1.94726 -3.15060 0.83417 0.1843 0.5082 0.2759
H -3.68937 -2.73829 0.96956 0.0765 0.0219 0.1654
H -3.14092 -0.87404 -0.49218 -0.1706 -0.1092 0.0158
C 3.28762 2.06177 1.26078 1.4781 -1.2625 0.3507
O 1.88356 1.93561 1.21869 0.4997 0.5756 0.4502
H 3.73468 3.05917 1.29039 -0.6472 0.2896 -0.3472
H 3.73552 1.55332 2.13076 -0.4330 0.0760 0.1542
H 3.72870 1.47888 0.44934 -0.3127 0.3546 -0.3513
H 1.56277 2.25389 2.07384 -0.6802 -0.0208 -0.3711
C 1.62419 2.84562 -1.98986 0.8234 0.1815 -0.5681
O 1.02034 1.57073 -2.13484 -0.8551 0.3878 0.0314
H 1.25271 3.35518 -1.10666 -0.0874 -0.3733 0.2242
H 2.70410 2.70062 -1.92468 0.0603 0.2417 0.2756
H 1.44731 3.52016 -2.83279 -0.2170 -0.2075 -0.1537
H 1.37701 1.08547 -2.88247 0.3339 0.0231 0.1274
C -1.37994 -1.50928 -3.21858 -0.0029 0.3813 -0.6219
O -1.15497 -0.28930 -2.49207 -0.3234 -0.2782 -0.8589
H -0.48583 -1.82582 -3.76474 0.2179 -0.2619 0.6483
H -1.75651 -2.23833 -2.50987 0.1853 -0.2178 -0.1299
H -2.09310 -1.35743 -4.03860 -0.3750 0.0291 0.4392
H -1.16031 0.39274 -3.17311 0.1806 0.3047 0.4211
```
Forces are in eV/Å.

Computed properties:
ΔE to the lowest compared entry with this formula, charge and spin in kJ/mol: 50.92
Highest occupied orbital energy in Ha: -0.2640
2S+1: 1
Max |F| in eV/A: 1.98
HOMO-LUMO gap in eV: 7.27

# 2
A single C21H22N2OS molecule, computed with ωB97M-V with the def2-TZVPD basis set.

Structure (XYZ):
```
47
Properties=species:S:1:pos:R:3:forces:R:3
C -6.17716 -0.20350 -0.87959 -0.0008 0.0222 0.0163
C -4.94633 -0.04664 -0.03833 0.0437 0.0489 -0.0074
C -3.68575 -0.18481 -0.58820 -0.0850 0.0592 0.1102
C -2.52410 -0.03432 0.17565 -0.2558 -0.0540 0.1138
C -2.66372 0.26251 1.52871 0.2236 0.0260 -0.0542
C -3.92386 0.38693 2.08885 -0.1850 0.0050 0.0499
C -5.05977 0.23901 1.31920 0.0357 0.0048 0.0657
H -6.03753 0.34445 1.76554 -0.1126 0.0048 0.0575
H -4.01324 0.61688 3.14108 -0.0051 0.0130 0.0769
H -1.80264 0.41539 2.15880 0.0812 0.0005 -0.0063
N -1.30322 -0.21266 -0.49190 0.1381 -0.2206 -0.2140
C -0.99991 0.73766 -1.54303 0.1061 0.4192 -0.0060
H -0.37430 0.24446 -2.29570 -0.0279 0.0708 -0.0138
C -0.24988 1.95171 -0.97465 -0.1758 0.0418 -0.4528
N 0.95106 1.50957 -0.29650 -0.2537 0.0047 -0.0077
C 2.16232 1.93995 -0.71317 0.0788 0.0448 0.1691
O 2.30318 2.74468 -1.61439 0.1648 0.1638 -0.2112
C 3.33439 1.35320 0.00789 0.3117 0.3388 0.0976
C 4.04770 1.99821 0.95690 0.0574 -0.2827 -0.0359
S 5.38689 1.08301 1.56802 -0.2151 -0.1034 -0.2415
C 5.00290 -0.23397 0.49578 -0.1726 0.3212 0.0613
C 5.67680 -1.44026 0.37549 0.0421 -0.1312 -0.0487
C 5.21826 -2.35787 -0.54672 0.1454 -0.0079 0.1175
C 4.10995 -2.07735 -1.34620 -0.1313 -0.0123 -0.0970
C 3.43899 -0.88103 -1.22880 -0.0118 0.0007 -0.0052
C 3.87436 0.05856 -0.29347 0.3169 -0.1542 0.1981
H 2.59315 -0.65154 -1.85970 -0.1036 -0.0085 -0.0939
H 3.77982 -2.80896 -2.06840 -0.0309 -0.0508 -0.0666
H 5.72819 -3.30285 -0.65716 0.0507 -0.0798 -0.0037
H 6.53986 -1.64606 0.98923 0.1016 -0.0746 0.0464
H 3.86842 2.97737 1.35626 -0.0997 0.2304 0.0270
C 0.70708 0.54765 0.75283 -0.0181 -0.4588 0.0507
H 0.13361 1.03526 1.54938 0.0460 -0.0809 0.0235
H 1.65195 0.19758 1.16852 -0.0866 0.0363 0.0116
C -0.08506 -0.64229 0.16938 0.1723 -0.0778 0.3901
H 0.53578 -1.05800 -0.63972 -0.0258 0.1036 0.1304
C -0.30227 -1.76053 1.18147 0.0636 0.1978 -0.1713
H 0.64859 -2.24506 1.39061 0.0845 -0.0467 0.0304
H -0.71558 -1.40028 2.11729 -0.0287 -0.0213 0.1178
H -0.98595 -2.49598 0.76577 -0.0580 -0.1044 0.0001
H -0.89611 2.47593 -0.26015 0.0199 -0.0009 -0.0452
H 0.04954 2.63838 -1.76775 -0.0839 -0.0328 0.1217
H -1.92240 1.07158 -2.01646 0.0542 -0.0344 -0.0360
H -3.58710 -0.43076 -1.63586 0.0205 -0.0749 -0.1049
H -6.69620 0.75091 -0.96708 -0.0726 0.0219 -0.0532
H -6.86392 -0.91351 -0.42172 -0.0784 -0.0424 -0.0302
H -5.92679 -0.55264 -1.87804 -0.0401 -0.0247 -0.0769
```
Forces are in eV/Å.

Computed properties:
ΔE to the lowest compared entry with this formula, charge and spin in kJ/mol: 65.20
Highest occupied orbital energy in Ha: -0.2889
2S+1: 1
SMILES string: Cc1cccc(N2CCN(C(=O)c3csc4ccccc34)C[C@H]2C)c1
Max |F| in eV/A: 0.49
HOMO-LUMO gap in eV: 8.58

# 3
C9H8S as an isolated structure, computed with ωB97M-V with the def2-TZVPD basis set.

Structure (XYZ):
```
18
Properties=species:S:1:pos:R:3:forces:R:3
C 0.44552 -0.68462 -1.80207 0.0746 -0.3610 -2.6034
C -0.09820 -0.33861 -2.90169 0.4308 -0.0648 1.2273
C -0.58581 -1.71928 1.09968 -0.8353 -2.8249 0.6502
C -1.48916 -0.58480 1.10386 2.6423 0.0794 -0.6408
C 0.50619 -1.89384 0.34720 0.0015 -0.2695 0.5878
C -1.10743 0.58151 0.56510 -1.9729 -0.3347 1.2576
C 1.03950 -0.82457 -0.55059 -2.6767 1.9596 1.8941
C 0.05003 0.77362 -0.23796 0.8592 -0.9133 -3.6621
C 0.85139 1.99018 0.00850 2.9583 -0.6337 -0.0612
S -0.77391 1.13469 -2.15880 0.2761 -0.2808 0.9753
H -1.02203 -2.59195 1.77020 1.4270 1.6155 -1.5023
H -2.28841 -0.84279 1.71087 -1.9757 0.7554 0.7575
H 1.08019 -2.82712 0.36750 -0.2128 0.3560 0.1688
H -1.75848 1.45717 0.68727 0.3474 -0.1646 -0.0950
H 2.06457 -0.60456 -0.35642 0.8255 0.3073 -0.4080
H 1.44785 2.53512 -0.82284 -0.5506 -1.8860 1.1452
H 1.44161 1.69113 0.91683 0.0587 1.0267 -0.7310
H 0.19658 2.74870 0.25335 -1.6775 1.6334 1.0398
```
Forces are in eV/Å.

Computed properties:
ΔE to the lowest compared entry with this formula, charge and spin in kJ/mol: 521.47
Highest occupied orbital energy in Ha: -0.2949
2S+1: 1
Max |F| in eV/A: 3.87
HOMO-LUMO gap in eV: 7.98

# 4
A 3-piece molecular cluster, C6H17NO overall, computed with ωB97M-V with the def2-TZVPD basis set.

Structure (XYZ):
```
25
Properties=species:S:1:pos:R:3:forces:R:3
C 1.66789 -0.26260 -0.61664 -1.4194 -0.0499 0.5836
C 2.05546 0.99922 0.13833 0.7056 0.7264 -1.3558
C 1.58260 -0.17503 -2.13763 0.3073 -0.7698 -0.0597
N -1.31189 0.10448 -1.34483 0.1378 1.6636 0.9751
C -1.69482 0.83645 -0.18978 -0.7492 -1.9257 -0.7982
C -2.38459 -0.08087 0.80991 -0.9061 1.1362 0.6333
C -1.58660 -1.26722 1.33094 -0.3459 0.3949 -0.9585
H 0.67636 -0.53362 -0.20462 0.1365 -0.3840 -0.2794
H 2.31176 -1.09350 -0.33243 0.1454 0.1241 0.0529
H 2.65462 1.55341 -0.60402 0.5640 0.0971 0.6641
H 2.56572 0.77205 1.06217 0.2391 0.1059 -0.0351
H 1.29072 1.74784 0.37920 -0.5101 -0.5006 -0.0255
H 2.48598 0.26102 -2.57100 -0.2160 0.2897 -0.0432
H 1.51394 -1.17872 -2.55989 0.1657 -0.2171 0.1112
H 0.66666 0.25874 -2.52263 0.2475 0.7059 0.0009
H -0.82611 1.40137 0.22409 0.3244 -0.2618 0.2166
H -2.33302 1.69280 -0.48128 0.0166 0.0747 -0.1693
H -3.33751 -0.42689 0.38862 0.3720 -0.2307 -0.6368
H -2.83823 0.59215 1.55284 0.8152 -0.2169 0.6196
H -1.40919 -1.92946 0.48502 -0.2504 -0.3914 0.0491
H -0.56636 -0.96484 1.63146 0.1193 0.2154 0.7383
H -2.17029 -1.76123 2.10328 0.3785 -0.1674 0.1549
H 1.03778 -0.99983 3.12784 -0.1210 0.3771 -0.5282
H -1.09225 0.84996 -2.02476 0.0801 -0.4547 -0.1681
O 1.04135 -0.39566 2.35582 -0.2370 -0.3408 0.2582
```
Forces are in eV/Å.

Computed properties:
ΔE to the lowest compared entry with this formula, charge and spin in kJ/mol: 787.71
Highest occupied orbital energy in Ha: -0.2880
2S+1: 1
Max |F| in eV/A: 2.22
HOMO-LUMO gap in eV: 3.66

# 5
A single C12H21N3O5S molecule, computed with ωB97M-V with the def2-TZVPD basis set.

Structure (XYZ):
```
42
Properties=species:S:1:pos:R:3:forces:R:3
O 0.49850 4.77321 1.47992 -0.0823 1.5453 -1.5299
O -3.38569 1.20514 -0.08304 0.7623 0.8754 0.6520
O 0.13912 0.05241 0.87480 0.0980 0.1029 -1.0071
O 2.21900 -1.84070 -2.79590 0.0772 -0.1222 -0.4696
O -3.06038 2.44841 1.73654 0.0409 0.3624 0.5138
S 0.20948 -4.37469 -1.42525 1.0632 -0.2555 -1.4063
C 0.49593 3.78142 2.15572 -0.3807 -0.3134 -0.6681
C -2.74637 2.06858 0.50605 -0.9378 -1.3630 -1.2561
C -0.02434 0.83333 -0.07318 -0.2703 -0.3523 1.2866
C 1.62214 -1.43999 -1.81779 -0.6027 0.6835 -0.3200
N 2.10152 -1.44765 -0.58790 0.5107 -0.1881 1.8097
N 0.15659 2.58032 1.65680 -0.4928 -2.3529 -0.5660
N -0.09131 0.49883 -1.37031 0.7246 -0.7643 -0.4192
C -0.63651 -4.66144 0.10040 -1.8305 1.1987 -0.3954
C 0.87003 3.86115 3.56166 0.8109 -0.0448 1.2583
C 3.45038 -1.87253 -0.22905 0.4081 1.1382 -1.4958
C -0.83107 -3.17150 -2.35161 -0.2048 -0.3023 1.5170
C -1.60268 2.79906 -0.13148 -0.1282 1.3203 0.5788
C -0.94547 -1.85055 -1.60035 0.1981 0.6436 0.6549
C -0.20103 2.31238 0.23510 -0.1526 0.1804 1.3728
C 0.19642 -0.84086 -1.97269 -1.1240 -0.2315 -0.0615
H -3.86262 1.96265 1.98691 0.1077 -0.0752 -0.0017
H 1.50248 -1.13609 0.16930 -0.0198 0.0153 -0.2064
H 0.19914 1.74990 2.26834 -0.0755 0.6639 -0.7637
H -0.33258 1.19689 -2.06592 0.2231 -0.0165 0.5360
H -0.58891 -3.77169 0.70996 -0.1351 0.3138 0.3399
H -1.70224 -4.90078 -0.08702 0.5277 -0.0720 0.2605
H -0.16774 -5.42995 0.65591 0.5518 -0.9774 0.2171
H 0.12139 3.43830 4.21847 -0.1988 0.0528 0.2311
H 1.08836 4.90610 3.76957 -0.2946 -0.0711 0.2197
H 1.79700 3.32039 3.72380 0.1710 -0.2670 0.0959
H 3.76663 -2.74170 -0.77180 -0.1748 -0.5386 -0.4881
H 4.16860 -1.06801 -0.53372 -0.4104 -0.5884 0.5827
H 3.52848 -2.11972 0.80417 -0.1182 0.2004 0.8198
H -1.80136 -3.64467 -2.50524 -0.0812 0.1641 0.0244
H -0.38961 -2.99521 -3.31922 0.4168 -0.2850 -0.2878
H -1.78060 2.77198 -1.18676 0.0650 -0.4291 -0.7120
H -1.65668 3.87898 0.09141 0.0696 -0.4341 0.3409
H -1.04156 -1.97082 -0.48984 0.4355 -0.0408 -0.9068
H -1.87141 -1.35166 -1.85698 -0.3117 0.1820 -0.2950
H 0.48308 2.82634 -0.39897 0.6276 0.7274 -0.3857
H 0.10592 -0.63557 -3.05082 0.1372 -0.2850 0.3302
```
Forces are in eV/Å.

Computed properties:
ΔE to the lowest compared entry with this formula, charge and spin in kJ/mol: 18.87
Highest occupied orbital energy in Ha: -0.3072
2S+1: 1
SMILES string: CNC(=O)[C@@H](CCSC)NC(=O)[C@@H](CC(=O)O)NC(C)=O
Max |F| in eV/A: 2.47
HOMO-LUMO gap in eV: 8.73

# 6
A 2-piece molecular cluster, C20H36N4O4 overall, computed with ωB97M-V with the def2-TZVPD basis set.

Structure (XYZ):
```
64
Properties=species:S:1:pos:R:3:forces:R:3
O 3.56688 5.85947 2.53831 -0.1958 -0.4681 -0.1336
O 2.89414 3.36522 0.22774 -0.6288 -0.1224 0.3583
N -0.26348 -2.54903 -2.60167 -0.0665 -0.3180 -0.4052
O -0.43084 -3.50736 -3.64927 -1.0808 0.1319 0.4515
O -3.03095 -2.60894 1.66590 -0.5244 -0.1264 0.3993
C 3.24989 5.32671 3.59022 0.7793 1.5305 -0.5726
C 3.26370 3.17246 1.37758 -0.7027 1.0269 -0.8806
C -1.45581 -2.28708 -2.13680 -0.3946 -0.7180 -0.8223
C -2.44149 -3.05266 -2.84375 0.0362 -0.0689 -0.0147
C -1.76503 -3.79588 -3.76199 -0.2829 0.7344 0.7626
N 4.56064 2.90283 1.57181 1.0422 -0.6687 1.0915
N -0.01137 -2.19931 0.54134 -0.5098 -0.3769 0.3790
N 2.70805 4.10929 3.68950 -0.2657 -1.2138 -0.2588
C 3.48348 6.05367 4.89419 0.0118 -0.0890 -0.0166
C 5.24920 2.56118 2.81680 -0.3193 0.4208 -0.3240
C -1.69173 -4.59439 -6.11973 0.1657 0.0913 0.0021
C -3.85928 -4.70454 -4.87663 0.2242 0.3616 0.3574
C -1.97194 -6.22064 -4.23228 0.1470 -0.0407 0.1453
C -1.35916 2.26374 1.49776 0.5835 0.1020 -0.0260
C -2.30099 -3.30066 0.65228 0.4722 -0.0700 -0.3952
C -2.22489 -1.43756 1.53992 0.4368 0.2757 -0.1623
C -1.74706 -1.36389 -0.99156 -0.0238 -0.0390 -0.1775
C -2.32953 -4.81419 -4.73776 0.5960 -0.2053 -0.4379
C -1.46375 -2.04577 0.35334 1.1722 0.2966 -0.3759
C 0.49926 4.82839 1.56012 0.3030 -0.2703 0.1596
C 0.17409 2.31062 1.43969 -0.1762 0.2796 0.1072
C 0.78217 3.47892 2.24888 0.0285 -0.0150 -1.0145
C 2.28093 3.22758 2.58113 -0.1098 0.2425 0.2660
H -3.50863 -3.04551 -2.66247 0.2032 0.0264 -0.0856
H 5.11411 2.96066 0.73078 -0.1604 0.0135 0.0170
H 0.44614 -1.28939 0.58259 -0.0969 -0.2792 -0.2199
H 0.38492 -2.75124 -0.22435 -0.0650 0.4420 0.2269
H 2.50145 3.79329 4.62148 -0.0853 -0.1156 -0.0347
H 2.52395 6.29031 5.35093 0.0026 -0.0009 0.1949
H 4.07476 5.42921 5.56023 -0.0337 0.0134 0.2569
H 4.02423 6.97677 4.68807 -0.0986 -0.1494 -0.0127
H 6.20648 2.08957 2.58624 -0.1942 0.0161 -0.0300
H 5.43865 3.46775 3.39481 0.0765 -0.1101 0.1606
H 4.64850 1.86824 3.40767 0.0898 0.0181 0.0239
H -2.09750 -5.30208 -6.84935 0.0086 0.0513 0.1282
H -0.60688 -4.73558 -6.07484 -0.1457 0.0575 -0.0151
H -1.89049 -3.57869 -6.47692 0.0314 -0.1219 0.0065
H -4.23219 -5.44108 -5.59577 0.1938 0.0731 0.1057
H -4.35208 -4.88979 -3.91689 0.0015 0.0191 -0.1186
H -4.14332 -3.70710 -5.22833 -0.0128 -0.1282 0.0501
H -2.40707 -6.39458 -3.24257 0.0502 -0.0098 -0.1136
H -0.88558 -6.33795 -4.15500 -0.1562 -0.0053 0.0039
H -2.35288 -6.98520 -4.91708 0.0280 0.1242 0.0437
H -1.78752 3.17702 1.08633 -0.1141 -0.0291 0.0564
H -1.70921 1.42443 0.89917 -0.1664 -0.0082 0.0297
H -1.68986 2.13504 2.52915 -0.1743 0.0085 -0.0214
H -1.71018 -4.13935 1.03493 -0.0668 0.1197 0.0990
H -2.92589 -3.65400 -0.17249 -0.1360 0.0416 0.1178
H -2.80180 -0.53857 1.30591 -0.1370 -0.1047 0.0638
H -1.59689 -1.24276 2.41500 -0.0680 -0.1370 0.0171
H -1.12908 -0.46627 -1.08503 -0.0540 -0.0247 0.1307
H -2.79624 -1.05746 -1.03995 0.0482 -0.0565 -0.1280
H -0.57184 5.01327 1.50592 -0.0770 -0.0364 0.0488
H 0.94883 5.64523 2.12134 0.0273 0.0902 -0.0399
H 0.90642 4.83731 0.54919 0.0488 0.0007 0.0912
H 0.48382 2.38391 0.39678 0.1922 -0.0007 0.0423
H 0.54885 1.36586 1.83538 0.1580 -0.1649 0.0097
H 0.25961 3.49876 3.20731 0.1317 -0.0864 0.2660
H 2.31922 2.22178 2.99673 0.0331 -0.2300 0.1664
```
Forces are in eV/Å.

Computed properties:
ΔE to the lowest compared entry with this formula, charge and spin in kJ/mol: 0.00
Highest occupied orbital energy in Ha: -0.3410
2S+1: 1
SMILES string: CC[C@H](C)[C@H](NC(C)=O)C(=O)NC.CC(C)(C)c1cc(CC2(N)COC2)no1
Max |F| in eV/A: 1.81
HOMO-LUMO gap in eV: 9.75